Record 1
ORCA calculation (ωB97M-V/def2-TZVPD) on a molecular structure, C16H15IN5Rh.

Structure (XYZ):
```
38
Properties=species:S:1:pos:R:3
Rh -0.009 0.156 -0.112
C 1.123 -1.295 2.013
N -0.026 -0.346 1.795
C -1.389 -0.803 2.250
C -2.401 -0.454 1.175
N -1.999 -0.084 -0.047
C -3.146 0.199 -0.783
C -3.306 0.626 -2.097
C -4.604 0.790 -2.538
C -5.707 0.533 -1.709
C -5.557 0.103 -0.404
C -4.250 -0.054 0.034
N -3.729 -0.463 1.267
C 2.265 -0.794 1.153
N 1.987 -0.190 -0.005
C 3.203 0.177 -0.570
C 3.499 0.828 -1.766
C 4.836 1.013 -2.052
C 5.850 0.563 -1.191
C 5.568 -0.091 -0.008
C 4.220 -0.268 0.280
N 3.579 -0.872 1.363
H 0.801 -2.283 1.678
H 1.377 -1.354 3.072
H 0.197 0.517 2.292
H -1.636 -0.312 3.191
H -1.357 -1.877 2.436
H -2.462 0.820 -2.745
H -4.780 1.122 -3.551
H -6.702 0.676 -2.106
H -6.409 -0.099 0.229
H -4.268 -0.736 2.075
H 2.725 1.168 -2.438
H 5.116 1.513 -2.969
H 6.881 0.732 -1.468
H 6.351 -0.442 0.648
H 4.032 -1.313 2.149
I 0.121 2.594 -0.542
```

Its spin multiplicity is 1. For the energy relative to the best compared isomer or geometry (same formula, charge and spin), the calculation gives 0.0 kcal per mole. The value obtained for the maximum force is 0.0376 Eh/bohr. As for the total energy: -1300.23098 hartree. The calculation puts the gap between HOMO and LUMO (spin up / spin down) at 5.57 / 5.57 eV. The HOMO energy (spin up / spin down) is -14.7 / -14.7 eV. The charge is +2.

Record 2
ORCA calculation (ωB97M-V/def2-TZVPD) on a molecular structure, C43H39GeIrN4PS.

Structure (XYZ):
```
90
Properties=species:S:1:pos:R:3
Ir -0.057 0.162 0.007
N -3.800 1.270 -1.759
C -2.782 0.883 -0.995
S -1.294 0.382 -1.875
N -2.881 0.900 0.300
N -1.783 0.407 0.950
C -1.843 0.120 2.218
C -3.022 0.330 3.059
C -2.862 1.027 4.262
C -3.957 1.254 5.077
C -5.203 0.758 4.716
C -5.360 0.047 3.533
C -4.279 -0.156 2.695
C -0.614 -0.510 2.750
C -0.549 -1.068 4.012
C 0.593 -1.768 4.387
C 1.625 -1.905 3.479
C 1.499 -1.323 2.227
N 0.414 -0.636 1.873
H -3.714 1.330 -2.759
H -4.665 1.563 -1.329
H -1.886 1.409 4.546
H -3.839 1.811 5.997
H -6.055 0.922 5.362
H -6.331 -0.345 3.263
H -4.404 -0.701 1.769
H -1.395 -0.983 4.679
H 0.660 -2.213 5.371
H 2.524 -2.453 3.725
H 2.287 -1.396 1.491
C -1.380 -3.349 -0.294
Ge -0.386 -2.602 -1.775
C 1.412 -2.068 -1.224
C 1.889 -0.752 -1.122
C 3.199 -0.493 -0.717
C 4.045 -1.549 -0.410
C 3.570 -2.853 -0.479
C 2.258 -3.114 -0.864
C -1.006 -2.841 -3.516
C -2.128 -3.650 -3.596
C -2.682 -3.989 -4.840
C -2.103 -3.506 -5.979
C -0.961 -2.665 -5.944
C -0.387 -2.172 -7.142
C 0.705 -1.359 -7.108
C 1.271 -1.000 -5.865
C 0.737 -1.459 -4.696
C -0.390 -2.312 -4.699
H -1.353 -4.439 -0.356
H -2.423 -3.035 -0.335
H -0.932 -3.044 0.650
H 1.349 0.095 -1.586
H 3.551 0.528 -0.681
H 5.072 -1.360 -0.128
H 4.227 -3.680 -0.244
H 1.929 -4.147 -0.903
H -2.590 -4.045 -2.697
H -3.550 -4.631 -4.890
H -2.519 -3.765 -6.945
H -0.832 -2.457 -8.088
H 1.141 -0.991 -8.026
H 2.143 -0.359 -5.844
H 1.199 -1.175 -3.761
C -0.709 3.363 0.452
P 0.649 2.206 0.708
C 1.138 2.300 2.423
C 0.348 3.009 3.331
C 0.729 3.089 4.663
C 1.891 2.466 5.092
C 2.681 1.756 4.192
C 2.305 1.668 2.865
C 1.986 2.742 -0.366
C 3.164 3.283 0.156
C 4.153 3.741 -0.703
C 3.972 3.671 -2.076
C 2.790 3.155 -2.601
C 1.800 2.694 -1.753
H -0.366 4.355 0.753
H -1.602 3.085 1.012
H -0.945 3.385 -0.611
H -0.553 3.514 3.010
H 0.126 3.656 5.361
H 2.193 2.544 6.128
H 3.595 1.286 4.529
H 2.933 1.127 2.164
H 3.306 3.373 1.224
H 5.059 4.169 -0.295
H 4.744 4.034 -2.741
H 2.638 3.128 -3.672
H 0.874 2.318 -2.176
```

Its spin multiplicity is 1. For the energy relative to the best compared isomer or geometry (same formula, charge and spin), the calculation gives 0.0 kcal per mole. The value obtained for the maximum force is 0.0137 Eh/bohr. As for the total energy: -4800.97189 hartree. The calculation puts the gap between HOMO and LUMO at 5.60 eV. The HOMO energy is -15.3 eV. The charge is +3.

Record 3
ORCA calculation (ωB97M-V/def2-TZVPD) on C4H8N2S2 in the gas phase.

Structure (XYZ):
```
16
Properties=species:S:1:pos:R:3
S 2.882 1.723 1.608
C 1.669 0.885 1.051
C 0.712 -0.075 1.825
N 0.149 -1.261 1.093
N -0.313 -1.259 -0.114
C -0.917 -0.137 -0.459
C -1.726 -0.197 -1.650
S -1.268 0.534 -3.182
H 1.469 1.042 0.031
H -0.130 0.493 2.143
H 1.394 -0.340 2.681
H 0.905 -1.830 1.011
H -0.655 0.874 -0.126
H -2.673 0.217 -1.381
H -1.729 -1.142 -1.964
H 0.231 0.474 -2.569
```

Its spin multiplicity is 1. The SMILES is S=CCN/N=C/CS. For the energy relative to the best compared isomer or geometry (same formula, charge and spin), the calculation gives 105.7 kcal per mole. The value obtained for the maximum force is 0.1189 Eh/bohr. As for the total energy: -1062.92722 hartree. The calculation puts the gap between HOMO and LUMO at 8.15 eV. The HOMO energy is -8.7 eV. The charge is 0.

Record 4
ORCA calculation (ωB97M-V/def2-TZVPD) on a molecular structure, H18O9Sn.

Structure (XYZ):
```
28
Properties=species:S:1:pos:R:3
Sn -3.634 -8.469 -11.781
O -2.676 -11.100 -12.539
H -2.917 -11.213 -13.472
H -3.247 -11.679 -11.992
O -3.451 -5.775 -12.342
H -3.205 -4.913 -11.956
H -3.810 -5.530 -13.167
O -1.452 -7.934 -13.274
H -1.179 -7.279 -13.949
H -0.577 -8.104 -12.850
O -4.101 -7.097 -9.652
H -3.887 -6.861 -8.779
H -4.470 -6.254 -10.012
O -1.563 -7.800 -10.424
H -1.172 -8.550 -9.935
H -1.421 -6.962 -9.900
O -5.700 -9.978 -11.163
H -5.771 -10.853 -10.789
H -6.586 -9.637 -11.026
O -3.100 -10.262 -9.908
H -3.906 -10.219 -9.356
H -2.390 -10.292 -9.245
O -4.315 -8.984 -14.248
H -4.985 -8.980 -14.911
H -3.538 -9.089 -14.806
O -6.166 -7.077 -12.100
H -6.184 -6.642 -12.932
H -6.432 -6.358 -11.497
```

Its spin multiplicity is 1. For the energy relative to the best compared isomer or geometry (same formula, charge and spin), the calculation gives 4.8 kcal per mole. The value obtained for the maximum force is 0.0540 Eh/bohr. As for the total energy: -901.72296 hartree. The calculation puts the gap between HOMO and LUMO at 10.98 eV. The HOMO energy is -17.1 eV. The charge is +2.

Record 5
ORCA calculation (ωB97M-V/def2-TZVPD) on a molecular structure, C5H6F14N2O4PS2.

Structure (XYZ):
```
34
Properties=species:S:1:pos:R:3
C 2.979 -1.723 0.553
N 1.698 -1.491 -0.146
C 1.100 -0.254 0.300
N -0.163 0.066 -0.408
S 0.088 0.709 -1.920
O 0.851 -0.121 -2.772
O -1.108 1.240 -2.449
F 0.966 1.834 -1.463
S -1.323 -1.159 -0.365
O -1.180 -1.860 0.859
O -1.322 -1.934 -1.553
C -2.936 -0.279 -0.159
F -2.767 0.566 0.870
F -3.278 0.424 -1.237
C -4.122 -1.245 0.212
F -4.119 -1.498 1.526
F -5.245 -0.540 -0.067
C -4.247 -2.568 -0.593
F -5.496 -3.048 -0.358
F -3.377 -3.494 -0.188
F -4.139 -2.325 -1.902
H 3.129 -2.788 0.657
H 3.785 -1.284 -0.027
H 2.998 -1.227 1.515
H 1.917 -1.451 -1.133
H 1.766 0.597 0.140
H 0.913 -0.326 1.360
F 1.615 3.911 1.099
P 3.236 3.600 1.252
F 2.868 2.184 0.466
F 3.289 5.061 0.476
F 2.780 2.763 2.607
F 4.181 4.349 2.382
F 4.662 3.311 0.465
```

Its spin multiplicity is 1. For the energy relative to the best compared isomer or geometry (same formula, charge and spin), the calculation gives 0.0 kcal per mole. The value obtained for the maximum force is 0.0356 Eh/bohr. As for the total energy: -3140.65014 hartree. The calculation puts the gap between HOMO and LUMO at 9.68 eV. The HOMO energy is -7.1 eV. The charge is -1.

Record 6
ORCA calculation (ωB97M-V/def2-TZVPD) on a molecular structure, C11H13ClN2O2STc.

Structure (XYZ):
```
31
Properties=species:S:1:pos:R:3
Cl -3.548 -1.494 0.286
C 1.442 -1.632 -2.455
C 2.257 -0.435 -2.251
C 1.391 0.723 -2.462
H 3.344 -0.394 -2.124
C 0.034 0.194 -2.710
C 0.109 -1.222 -2.739
H -0.797 -1.824 -2.901
H 1.846 -2.645 -2.480
H 1.733 1.755 -2.611
C -1.182 0.947 -3.102
Tc 1.144 0.063 -0.459
C 2.500 0.612 0.772
C 0.831 -1.835 0.113
O 3.318 0.953 1.546
O 0.733 -2.961 0.419
H -1.119 1.992 -2.768
H -2.063 0.457 -2.646
H -1.318 0.943 -4.206
S -0.516 1.705 0.007
C -0.762 0.981 1.555
N 0.039 1.259 2.595
C -0.398 0.568 3.794
C -1.624 -0.211 3.309
N -1.794 0.205 1.913
H 0.874 1.811 2.534
H -0.633 1.305 4.574
H 0.404 -0.106 4.132
H -2.509 0.044 3.899
H -1.457 -1.297 3.321
H -2.280 -0.462 1.147
```

Its spin multiplicity is 4. The value obtained for the maximum force is 0.1179 Eh/bohr. As for the total energy: -1625.43006 hartree. The calculation puts the gap between HOMO and LUMO (spin up / spin down) at 7.31 / 5.71 eV. The HOMO energy (spin up / spin down) is -16.0 / -16.6 eV. The charge is +2.

Record 7
ORCA calculation (ωB97M-V/def2-TZVPD) on 3 unconnected molecules or ions with the total composition C28H41ClF3NO8P2S.

Structure (XYZ):
```
85
Properties=species:S:1:pos:R:3
C -0.392 -2.405 6.081
C -0.358 -1.073 5.339
Cl 1.346 -0.665 4.982
C -1.187 -1.220 4.077
C -1.255 0.061 3.210
O -2.518 0.652 3.473
C -2.595 2.065 3.423
C -3.720 2.421 2.448
O -3.212 2.599 1.147
O -4.093 1.958 0.270
P -3.156 2.812 5.068
P -1.725 2.299 6.616
O -2.210 1.128 7.307
O -1.725 3.548 7.645
O -0.198 2.180 6.113
C -1.185 -0.427 1.742
N -2.515 -1.118 1.482
C -2.379 -1.908 0.630
S -2.176 -2.884 -0.556
O -1.130 0.584 0.788
C 0.008 1.421 0.864
C -0.040 2.320 -0.419
C -0.974 1.816 -1.519
C -0.673 2.465 -2.889
C 0.710 2.010 -3.417
O 1.587 3.110 -3.656
C 1.345 0.660 0.900
C 1.505 -0.409 -0.189
C 2.864 -0.392 -0.854
F 2.745 -0.987 -2.036
F 3.271 0.825 -1.128
F 3.747 -1.026 -0.137
H 0.125 -2.347 7.032
H -1.438 -2.596 6.327
H -0.049 -3.232 5.464
H -0.857 -0.367 5.994
H -0.725 -2.015 3.486
H -2.204 -1.534 4.282
H -0.412 0.710 3.437
H -1.671 2.562 3.132
H -4.289 3.289 2.800
H -4.407 1.582 2.493
H -3.897 1.011 0.377
H -2.948 4.203 4.865
H -0.828 3.917 7.661
H -0.014 2.760 5.359
H -0.415 -1.192 1.623
H 0.009 2.108 1.714
H 0.974 2.336 -0.823
H -0.269 3.352 -0.159
H -1.993 2.096 -1.263
H -0.942 0.741 -1.674
H -1.413 2.044 -3.567
H -0.781 3.548 -2.862
H 1.185 1.377 -2.665
H 0.579 1.396 -4.303
H 1.352 3.765 -2.990
H 1.480 0.214 1.888
H 2.126 1.411 0.824
H 0.771 -0.353 -0.984
H 1.411 -1.379 0.293
C -2.570 -4.404 -3.995
C -3.294 -3.221 -3.956
C -4.301 -2.992 -4.884
C -4.580 -3.945 -5.854
C -3.850 -5.124 -5.898
C -2.845 -5.355 -4.968
H -1.788 -4.586 -3.268
H -3.075 -2.476 -3.203
H -4.868 -2.070 -4.852
H -5.366 -3.768 -6.576
H -4.064 -5.866 -6.657
H -2.277 -6.276 -5.001
C 7.246 -1.281 -4.503
C 7.974 -0.109 -4.656
C 7.623 1.025 -3.937
C 6.541 0.989 -3.068
C 5.808 -0.180 -2.921
C 6.161 -1.315 -3.637
H 7.523 -2.168 -5.059
H 8.816 -0.080 -5.336
H 8.193 1.938 -4.054
H 6.268 1.873 -2.505
H 4.964 -0.208 -2.252
H 5.589 -2.228 -3.521
```

Its spin multiplicity is 1. The SMILES is C[C@@H](Cl)C[C@H](O[C@@H](COO)PP(=O)(O)O)[C@@H](N=C=S)O[C@H](CCCCO)CCC(F)(F)F.c1ccccc1.c1ccccc1. The value obtained for the maximum force is 0.0788 Eh/bohr. As for the total energy: -3588.81812 hartree. The calculation puts the gap between HOMO and LUMO at 8.91 eV. The HOMO energy is -9.2 eV. The charge is 0.

Record 8
ORCA calculation (ωB97M-V/def2-TZVPD) on a molecular structure, C3H3CoO2.

Structure (XYZ):
```
9
Properties=species:S:1:pos:R:3
O -0.346 1.076 0.203
C 1.063 -0.895 -0.044
C -1.468 0.169 -0.060
C -0.138 -0.328 0.102
H 1.196 -1.982 0.038
H -1.897 0.276 -1.060
H -2.185 0.120 0.764
O 2.146 -0.139 0.049
Co 1.628 1.703 0.009
```

Its spin multiplicity is 5. For the energy relative to the best compared isomer or geometry (same formula, charge and spin), the calculation gives 14.6 kcal per mole. The value obtained for the maximum force is 0.0259 Eh/bohr. As for the total energy: -1649.15801 hartree. The calculation puts the gap between HOMO and LUMO (spin up / spin down) at 7.54 / 7.67 eV. The HOMO energy (spin up / spin down) is -6.8 / -8.4 eV. The charge is 0.